An isolated molecule of C14H19N3O5 in a non-equilibrium geometry. Source: the Open Molecules 2025 dataset; level of theory: wB97M-V/def2-TZVPD.

Each line ends with the Mulliken charge.
Cartesian coordinates (Å):
N: -4.62 -3.19 -1.58  -0.36
C: -3.57 -3.11 -0.74  0.43
O: -3.27 -3.91 0.11  -0.59
C: -2.78 -1.77 -0.78  -0.53
C: -1.41 -1.79 -0.12  -0.23
C: -0.78 -0.41 -0.11  -0.08
N: 0.53 -0.55 0.54  -0.07
C: 1.61 -0.98 -0.27  -0.09
O: 1.51 -1.51 -1.41  -0.64
C: 3.11 -0.80 0.32  0.13
N: 4.02 -1.88 -0.07  -0.73
C: 3.59 0.39 -0.28  -1.37
C: 2.65 1.58 -0.09  0.17
C: 1.66 1.72 -1.02  0.23
C: 0.51 2.50 -0.86  -0.04
C: 0.37 3.30 0.29  -0.04
O: -0.66 4.08 0.70  -0.58
C: 1.49 3.21 1.24  -0.55
C: 2.54 2.38 1.04  -0.33
C: -1.56 0.54 0.77  0.08
O: -2.10 1.51 0.28  -0.61
O: -1.52 0.32 2.09  -0.50
H: -4.77 -2.70 -2.47  0.22
H: -5.13 -3.98 -1.43  0.25
H: -2.72 -1.48 -1.85  0.30
H: -3.41 -0.93 -0.25  0.20
H: -1.55 -2.08 0.90  0.14
H: -0.71 -2.43 -0.74  0.38
H: -0.66 -0.09 -1.16  0.51
H: 0.69 0.26 1.20  0.41
H: 3.01 -0.61 1.41  0.43
H: 3.43 -2.50 -0.89  0.38
H: 4.13 -2.53 0.85  0.32
H: 4.59 0.67 0.09  0.45
H: 3.80 0.11 -1.31  0.24
H: 1.61 0.93 -1.90  0.28
H: -0.36 2.55 -1.58  0.28
H: -1.50 3.72 0.33  0.40
H: 1.49 3.91 2.07  0.42
H: 3.45 2.53 1.77  0.20
H: -1.04 -0.57 2.19  0.48

The SMILES is NC(=O)CC[C@H](NC(=O)[C@@H](N)Cc1ccc(O)cc1)C(=O)O. The lowest unoccupied orbital energy comes out at 0.488 eV. Its multiplicity is 1. The calculation puts the maximum force at 4.68 eV Å⁻¹. For the HOMO-LUMO gap, the calculation gives 9.119 eV.

---

C14H19N3O6Pt as an isolated structure in a non-equilibrium geometry. Source: the Open Molecules 2025 dataset; level of theory: wB97M-V/def2-TZVPD.

Each line ends with the Mulliken charge.
Cartesian coordinates (Å):
Pt: -0.20 -0.72 -0.06  1.16
O: -1.40 1.08 -0.60  -0.40
C: -0.99 2.42 -0.92  -0.80
C: -0.43 3.28 0.20  -0.47
N: 1.00 3.07 0.55  0.26
C: 1.32 2.84 1.84  -0.79
C: 0.95 1.06 2.32  0.92
O: 1.86 0.70 2.98  -0.45
O: -0.13 0.78 1.84  -0.61
C: 1.90 3.00 -0.46  -0.90
C: 1.97 1.14 -1.17  0.73
O: 2.24 1.28 -2.30  -0.41
O: 1.76 0.34 -0.27  -0.78
H: -2.17 1.12 -0.02  0.38
H: -0.29 2.32 -1.75  0.41
H: -1.86 2.94 -1.30  0.45
H: -0.51 4.32 -0.12  0.47
H: -1.01 3.17 1.12  0.30
H: 2.37 2.98 2.06  0.38
H: 0.65 3.31 2.56  0.42
H: 1.63 3.51 -1.37  0.42
H: 2.93 3.10 -0.14  0.43
C: -3.56 -3.20 -0.97  -1.28
C: -2.34 -2.79 -0.22  0.95
O: -1.80 -1.70 -0.56  -0.43
N: -1.88 -3.57 0.75  -0.01
C: -0.69 -3.28 1.53  -1.58
C: 0.54 -3.41 0.69  1.33
C: 1.29 -4.57 0.65  -0.89
C: 2.40 -4.65 -0.17  -0.29
C: 2.72 -3.57 -0.97  -0.82
C: 1.93 -2.44 -0.92  0.04
N: 0.86 -2.35 -0.10  -0.11
H: -4.02 -2.33 -1.43  0.36
H: -4.28 -3.70 -0.31  0.42
H: -3.27 -3.89 -1.76  0.32
H: -2.38 -4.43 0.92  0.28
H: -0.65 -3.95 2.39  0.59
H: -0.77 -2.26 1.93  0.22
H: 1.01 -5.40 1.28  0.46
H: 3.00 -5.55 -0.20  0.45
H: 3.57 -3.59 -1.64  0.45
H: 2.14 -1.58 -1.54  0.43

The lowest unoccupied orbital energy (alpha / beta) comes out at -8.334 / -8.304 eV. Its multiplicity is 1. The calculation puts the maximum force at 2.51 eV Å⁻¹. For the HOMO-LUMO gap (alpha / beta), the calculation gives 6.791 / 6.830 eV. As for the total charge: +2.

---

An isolated molecule of C14H19N5O4S in a non-equilibrium geometry. Source: the Open Molecules 2025 dataset; level of theory: wB97M-V/def2-TZVPD.

Each line ends with the Mulliken charge.
Cartesian coordinates (Å):
C: -6.20 3.92 0.24  -1.29
C: -4.98 3.11 0.66  -0.35
C: -3.69 3.73 0.14  -0.70
C: -2.46 2.92 0.55  -0.44
C: -1.18 3.55 0.03  -0.66
O: -0.02 2.84 0.48  -0.46
C: 0.31 1.74 -0.22  0.66
O: -0.25 1.36 -1.21  -0.61
N: 1.41 1.17 0.38  -0.07
C: 2.09 0.02 0.01  0.82
C: 1.70 -0.77 -1.07  -0.67
C: 2.43 -1.90 -1.39  -0.40
C: 3.53 -2.24 -0.63  0.03
S: 4.40 -3.76 -0.97  1.29
O: 5.76 -3.69 -0.53  -0.69
O: 4.08 -4.24 -2.27  -0.64
N: 3.65 -4.85 0.15  -0.66
N: 2.28 -4.76 0.13  0.38
C: 1.46 -5.19 -0.87  -0.01
N: 0.24 -4.83 -0.62  -0.45
N: 0.22 -4.17 0.54  -0.44
C: 1.44 -4.11 0.99  -0.08
C: 3.94 -1.47 0.44  -0.73
C: 3.22 -0.33 0.76  -0.75
H: -7.11 3.46 0.62  0.38
H: -6.14 4.93 0.63  0.33
H: -6.27 3.97 -0.85  0.32
H: -4.94 3.05 1.75  0.33
H: -5.07 2.09 0.27  0.33
H: -3.60 4.75 0.52  0.32
H: -3.73 3.79 -0.95  0.35
H: -2.41 2.86 1.64  0.28
H: -2.54 1.91 0.16  0.31
H: -1.05 4.56 0.42  0.36
H: -1.18 3.57 -1.06  0.36
H: 1.75 1.66 1.19  0.19
H: 0.84 -0.50 -1.65  0.53
H: 2.15 -2.53 -2.22  0.49
H: 4.04 -4.76 1.08  0.32
H: 1.81 -5.72 -1.73  0.45
H: 1.76 -3.65 1.90  0.46
H: 4.82 -1.76 0.99  0.45
H: 3.53 0.29 1.59  0.38

The SMILES is CCCCCOC(=O)Nc1ccc(S(=O)(=O)Nn2cnnc2)cc1. The lowest unoccupied orbital energy comes out at 0.294 eV. Its multiplicity is 1. The calculation puts the maximum force at 1.21 eV Å⁻¹. For the HOMO-LUMO gap, the calculation gives 9.627 eV.

---

Table of M (g/mol), in record order: 309.32 520.40 353.40